Computed, not measured: 2 unconnected molecules or ions with the total composition C2H4N2O2 in a non-equilibrium geometry, with wB97M-V/def2-TZVPD.

Last column: Löwdin charge in e.
Positions of all 10 atoms, in Å:
C  -8.946  0.138  -0.195  -0.246
C  9.377  0.473  0.181  -0.203
N  -8.451  1.346  -0.101  -0.321
N  10.879  1.300  -0.248  -0.221
O  -9.223  2.379  0.287  -0.422
O  11.842  0.574  0.232  -0.404
H  -9.798  -0.352  0.226  -0.010
H  -8.157  -0.482  -0.684  -0.001
H  9.715  -0.464  0.754  -0.047
H  8.664  1.279  0.256  -0.124

- frontier orbital gap (spin up / spin down) (eV) = 6.77 / 7.03
- net charge = -2
- LUMO level (spin up / spin down) (eV) = 6.0056 / 6.0056
- strongest force on any atom (eV/A) = 6.8


Computed, not measured: C2H4N2O2 in the gas phase, with wB97M-V/def2-TZVPD.

Last column: Löwdin charge in e.
Positions of all 10 atoms, in Å:
N  -1.859  -0.386  -0.171  0.136
C  -0.851  0.545  -0.032  -0.625
O  -0.986  1.738  -0.221  0.056
N  0.281  -0.039  0.486  0.154
C  1.514  -0.211  0.400  -0.248
O  2.387  -0.081  -0.607  0.080
H  -2.789  -0.015  -0.043  0.101
H  -1.690  -1.259  0.304  0.093
H  2.032  -0.574  1.281  0.131
H  1.961  0.281  -1.398  0.123

- frontier orbital gap (eV) = 10.55
- net charge = 0
- LUMO level (eV) = 0.6276
- strongest force on any atom (eV/A) = 0.5


Relative energy (zero: lowest compared OMol25 entry of this formula, charge and spin)
In order: 40.8; 28.9
Unit: kcal/mol